[1]
# C6H11ClF5HoYb

A molecular structure, C6H11ClF5HoYb (ωB97M-V/def2-TZVPD, the Open Molecules 2025 dataset).

The geometry in XYZ format:
```
25
Properties=species:S:1:pos:R:3:forces:R:3:mulliken_spin:R:1
Yb 0.1246 -0.5368 1.6725 0.116 0.341 -0.810 0.167
Ho 1.3485 -1.4440 -2.5280 -0.770 1.095 0.733 2.976
Cl 2.3927 -3.4271 -1.7236 1.237 -2.423 1.154 0.001
F -2.0333 1.7671 3.4534 -0.004 -0.115 0.180 0.033
F 1.4293 1.5143 2.6210 -0.964 0.045 0.701 0.000
F 0.2655 0.3798 4.1132 0.158 1.104 -0.598 -0.001
F 0.5916 2.5736 4.3836 0.021 -1.275 -0.839 0.019
F -0.9653 2.9967 2.0165 0.307 1.030 0.713 0.001
C 0.3214 1.5982 3.4482 -0.145 1.391 0.922 0.031
C -1.0241 1.2667 0.4008 0.279 -0.538 -5.681 1.300
C -0.9683 1.8123 2.6311 1.020 -1.069 -0.123 0.430
C -1.8170 -1.6741 2.1829 -0.473 -0.049 0.392 0.019
C 2.6758 0.3936 -2.8914 -0.243 2.236 0.004 0.008
C -0.3921 -1.5395 -3.9866 -1.973 1.655 -0.573 -0.003
H -1.4005 -1.3264 -3.4985 0.941 -0.390 -0.803 -0.002
H -2.6517 -1.0976 1.7455 0.207 -0.199 0.071 -0.001
H -0.2727 1.6807 -0.5831 -1.406 -0.856 3.061 0.044
H -1.7730 -2.6437 1.6904 -0.270 -0.366 -0.050 -0.003
H 2.3726 0.7849 -3.9051 0.481 -0.152 0.799 -0.004
H 3.6746 -0.0236 -2.9007 0.603 0.241 -0.098 -0.002
H -0.3273 -2.5455 -4.3523 -0.372 -0.700 -0.610 -0.001
H -0.2025 -0.7711 -4.7904 -0.374 -0.798 0.450 -0.002
H -1.8970 0.8624 -0.3197 1.262 0.587 2.057 -0.008
H -2.0510 -1.8289 3.2456 -0.037 -0.112 -0.137 0.002
H 2.5793 1.2280 -2.1255 0.399 -0.684 -0.915 -0.003
```
Forces are in eV/Å.

**Max |F|**: 0.111 hartree/bohr
**Energy**: -3301.13934 Ha
**Relative energy (zero: lowest compared OMol25 entry of this formula, charge and spin)**: 438.9 kJ/mol
**⟨S²⟩**: 8.78
**Orbital gap (alpha / beta)**: 4.87 / 4.71 eV
**2S+1**: 6
**Net charge**: -1

[2]
# C6H11ClN2OS

2 unconnected molecules or ions with the total composition C6H11ClN2OS (ωB97M-V/def2-TZVPD, the Open Molecules 2025 dataset).

The geometry in XYZ format:
```
22
Properties=species:S:1:pos:R:3:forces:R:3:lowdin_charge:R:1
Cl -3.5580 0.6893 0.6081 0.217 -1.022 0.053 0.501
S 0.8851 -1.0701 -0.6826 1.459 0.379 -1.495 0.896
O 1.4804 -0.0016 1.5837 1.971 0.416 -0.395 -0.045
N 0.2025 2.0143 0.4394 -0.619 0.494 -0.640 0.263
N 0.5568 2.3156 -0.5919 -0.176 -0.133 1.858 -0.185
C -0.4569 -1.3767 0.4252 0.160 0.550 0.712 -0.539
C -3.0211 -1.0374 0.7691 2.796 0.634 -1.287 -0.553
C -1.8465 -1.4535 -0.2325 -0.696 1.546 -1.348 -0.293
C 1.9432 -0.0704 0.4618 -3.541 -1.963 1.709 -0.750
C 1.1220 2.6922 -1.6523 0.822 -1.410 -4.392 -0.090
C 3.1138 0.5290 -0.1075 0.327 0.969 -1.909 -0.075
H -3.7917 -1.7291 0.6666 -1.784 -0.573 -0.357 0.038
H -1.8481 -0.7642 -1.1890 -0.152 -1.202 1.905 0.119
H -0.2665 -0.4454 1.0513 -1.176 -1.517 0.004 0.062
H -0.1384 -2.3048 0.9402 -0.740 0.653 0.267 0.087
H -2.5940 -1.1831 1.7340 0.028 0.309 0.969 0.053
H 3.6972 1.0355 0.6322 0.315 0.374 0.359 0.091
H 3.6883 -0.2487 -0.5979 0.259 -0.054 -0.153 0.089
H -2.0899 -2.4643 -0.6135 0.332 0.406 0.280 0.100
H 2.7301 1.2296 -0.9233 0.849 -0.741 1.085 0.075
H 1.2453 2.0412 -2.5975 -0.752 0.569 2.110 0.108
H 1.5406 3.6394 -1.8222 0.100 1.315 0.664 0.047
```
Forces are in eV/Å.

**Max |F|**: 0.091 hartree/bohr
**Energy**: -1278.23750 Ha
**Relative energy (zero: lowest compared OMol25 entry of this formula, charge and spin)**: 174.3 kJ/mol
**Orbital gap**: 9.35 eV
**Net charge**: 0